No. 1
DFT (ωB97M-V with the def2-TZVPD basis set) results for a structure of composition C19H32ClN4O7SV at a distorted geometry.

```
65
Properties=species:S:1:pos:R:3
V -1.11 1.05 -1.07
N -1.09 3.54 -0.67
C -2.53 3.86 -0.65
C -3.51 2.70 -0.68
O -4.68 2.98 -0.99
N -3.03 1.51 -0.33
C -3.93 0.33 -0.25
C -3.07 -0.90 -0.15
O -3.36 -1.91 0.48
O -1.93 -0.77 -0.72
H -0.72 3.69 0.26
H -0.61 4.11 -1.35
H -2.90 4.51 -1.40
H -2.74 4.36 0.28
H -4.43 0.15 -1.22
H -4.72 0.45 0.53
C -0.53 1.14 4.45
C -0.72 -0.12 3.62
C -1.15 0.23 2.21
S 0.07 1.06 1.12
O 0.41 2.44 1.62
C 1.52 -0.05 1.20
C 2.83 0.73 1.54
C 3.60 1.48 0.48
H -0.15 0.90 5.50
H -1.50 1.69 4.52
H 0.20 1.84 4.02
H -1.44 -0.71 4.11
H 0.14 -0.72 3.71
H -1.91 1.04 2.30
H -1.61 -0.50 1.56
H 1.63 -0.58 0.27
H 1.23 -0.78 1.99
H 3.50 -0.08 1.94
H 2.55 1.39 2.32
H 4.26 0.82 -0.02
H 4.22 2.20 0.92
H 3.09 2.04 -0.33
C 3.89 -3.37 -0.97
C 2.57 -3.15 -0.32
C 2.44 -3.25 1.07
C 1.15 -3.31 1.64
Cl 0.85 -3.58 3.43
C 0.06 -3.17 0.81
C 0.16 -2.97 -0.56
C 1.42 -2.88 -1.08
O 1.46 -2.70 -2.47
C 0.66 -1.65 -2.88
C 1.44 -0.38 -2.61
O 2.56 -0.32 -3.04
O 0.74 0.62 -2.12
H 4.77 -3.11 -0.38
H 3.82 -2.75 -1.91
H 4.02 -4.43 -1.21
H 3.31 -3.33 1.66
H -0.94 -3.23 1.20
H -0.73 -2.88 -1.17
H -0.37 -1.69 -2.57
H 0.71 -1.73 -3.99
N -1.14 1.70 -4.47
N -1.94 1.39 -3.27
H -1.44 1.05 -5.17
H -0.21 1.48 -4.16
H -2.42 0.49 -3.41
H -2.71 2.04 -3.19
```

## Properties
E_HOMO (alpha / beta) ... -4.03 / -5.73 eV
⟨S²⟩ ... 3.757
2S+1 ... 4
Charge ... -1

---

No. 2
DFT (ωB97M-V with the def2-TZVPD basis set) results for a cluster of 3 separate species, C18H35N4O3P2 in total.

```
62
Properties=species:S:1:pos:R:3
N 3.69 0.07 -0.80
P 3.35 0.62 0.64
O 4.39 1.80 1.10
O 3.62 -0.52 1.79
P 1.25 1.41 1.10
C -0.51 2.00 1.48
C -0.65 2.86 2.75
C -1.52 2.29 3.88
N -0.71 1.64 4.93
C -0.15 0.37 4.45
C 1.23 0.08 4.98
C 2.06 1.07 5.49
C 3.36 0.80 5.90
C 3.86 -0.49 5.79
C 3.05 -1.50 5.30
C 1.76 -1.21 4.89
O 0.94 -2.22 4.40
H 3.97 -0.90 -0.75
H 3.87 2.58 1.33
H 2.81 -0.57 2.32
H 1.00 0.02 1.69
H 1.78 1.88 2.40
H 1.62 2.71 0.47
H 0.84 0.90 -0.20
H -1.13 1.10 1.56
H -0.85 2.56 0.61
H 0.34 3.06 3.17
H -1.06 3.84 2.47
H -2.09 3.09 4.37
H -2.26 1.59 3.46
H -1.32 1.45 5.72
H -0.06 0.42 3.37
H -0.81 -0.48 4.66
H 1.65 2.07 5.54
H 3.98 1.61 6.27
H 4.88 -0.71 6.09
H 3.43 -2.52 5.22
H 1.37 -2.64 3.64
C -1.24 -0.43 -2.02
C -1.86 0.21 -3.26
C -1.08 1.43 -3.76
C -1.09 2.54 -2.80
N -1.08 3.40 -2.04
H -1.25 0.26 -1.18
H -1.80 -1.32 -1.74
H -0.20 -0.72 -2.20
H -2.89 0.49 -3.06
H -1.88 -0.53 -4.07
H -1.51 1.80 -4.70
H -0.04 1.17 -3.96
C -1.77 -3.32 -8.04
C -3.23 -3.69 -7.79
C -3.90 -2.78 -6.76
C -3.29 -2.89 -5.44
N -2.79 -2.97 -4.41
H -1.18 -3.43 -7.13
H -1.33 -3.96 -8.80
H -1.68 -2.29 -8.38
H -3.30 -4.73 -7.45
H -3.79 -3.62 -8.72
H -4.96 -3.02 -6.67
H -3.83 -1.73 -7.08
```

## Properties
E_HOMO ... -3.58 eV
Charge ... -1

---

No. 3
DFT (ωB97M-V with the def2-TZVPD basis set) results for a cluster of 7 separate species, C31H74N2O26P6 in total at a distorted geometry.

```
139
Properties=species:S:1:pos:R:3
C 8.33 2.03 1.46
C 8.99 0.61 1.30
C 7.92 -0.52 0.94
C 7.64 -0.38 -0.59
C 6.66 -0.42 1.87
C 7.20 -0.34 3.31
N 7.65 -0.43 4.33
C 5.69 -1.66 1.84
C 6.44 -2.88 2.36
N 7.00 -3.74 2.80
C 4.97 -1.94 0.47
C 4.39 -0.67 -0.24
C 2.87 -0.43 0.10
C 2.79 0.79 1.09
O 2.52 1.98 0.29
C 3.69 2.72 0.15
O 4.08 2.98 -0.92
H 7.38 2.13 0.88
H 8.11 2.16 2.55
H 9.00 2.85 1.13
H 9.63 0.33 2.16
H 9.66 0.68 0.42
H 8.41 -1.50 1.15
H 7.17 -1.31 -0.99
H 8.58 -0.24 -1.16
H 6.96 0.47 -0.84
H 6.13 0.53 1.64
H 4.89 -1.45 2.58
H 4.10 -2.59 0.71
H 5.62 -2.54 -0.20
H 4.44 -0.88 -1.34
H 4.97 0.26 -0.09
H 2.36 -0.20 -0.85
H 2.39 -1.35 0.52
H 2.03 0.68 1.89
H 3.78 0.94 1.57
H 4.22 3.02 1.09
C -0.38 -4.01 -5.11
O 0.28 -2.77 -4.87
P 0.32 -2.02 -3.36
O 1.41 -2.89 -2.79
O -1.15 -2.62 -2.91
C -2.32 -2.23 -3.62
O 0.28 -0.94 -2.04
C 0.25 0.44 -2.43
H 0.21 -4.57 -5.83
H -0.47 -4.60 -4.20
H -1.36 -3.82 -5.55
H -2.85 -3.14 -3.93
H -2.10 -1.63 -4.50
H -2.98 -1.67 -2.95
H -0.64 0.64 -3.04
H 1.15 0.68 -3.00
H 0.21 1.06 -1.54
C -4.59 2.65 2.36
O -3.30 2.36 1.86
P -2.92 0.92 1.05
O -3.55 1.42 -0.23
O -4.04 0.07 1.90
C -3.85 -0.17 3.30
O -2.45 -0.54 0.29
C -1.10 -0.93 0.59
H -4.76 3.72 2.23
H -5.37 2.10 1.83
H -4.63 2.44 3.43
H -4.74 0.17 3.83
H -2.98 0.35 3.69
H -3.75 -1.24 3.47
H -0.98 -1.08 1.67
H -0.40 -0.17 0.24
H -0.88 -1.87 0.09
C -11.62 0.94 -1.50
O -10.31 0.47 -1.76
P -8.96 0.89 -0.85
O -9.24 -0.07 0.28
O -9.56 2.38 -0.49
C -9.77 3.34 -1.52
O -7.42 1.37 -0.27
C -6.37 1.40 -1.26
H -12.31 0.14 -1.72
H -11.74 1.24 -0.45
H -11.85 1.77 -2.17
H -10.80 3.69 -1.46
H -9.60 2.91 -2.52
H -9.11 4.19 -1.38
H -6.63 2.10 -2.06
H -6.22 0.40 -1.68
H -5.45 1.73 -0.78
C 3.34 1.63 7.69
O 1.98 1.92 7.44
P 1.38 2.31 5.91
O 1.32 0.89 5.41
O 2.78 3.02 5.43
C 3.25 4.20 6.09
O 0.58 2.97 4.55
C -0.46 3.92 4.84
H 3.38 0.86 8.46
H 3.85 1.27 6.80
H 3.84 2.51 8.10
H 4.27 4.03 6.41
H 2.64 4.45 6.96
H 3.25 5.03 5.38
H -0.07 4.78 5.39
H -1.26 3.44 5.42
H -0.88 4.27 3.90
C -2.70 7.52 -1.78
O -1.46 7.16 -2.35
P -1.22 5.74 -3.24
O -1.83 6.27 -4.52
O -2.35 4.91 -2.38
C -2.15 4.66 -0.99
O -0.67 4.29 -3.95
C 0.68 3.90 -3.64
H -2.79 8.61 -1.85
H -3.54 7.06 -2.30
H -2.71 7.26 -0.72
H -3.03 5.01 -0.45
H -1.27 5.19 -0.61
H -2.04 3.59 -0.81
H 0.79 3.76 -2.56
H 1.38 4.67 -3.98
H 0.90 2.97 -4.15
C -1.68 -6.82 -1.75
O -0.42 -7.05 -2.35
P -0.10 -8.30 -3.45
O -0.73 -7.54 -4.59
O -1.23 -9.27 -2.74
C -1.02 -9.78 -1.43
O 0.31 -9.62 -4.47
C 1.64 -10.13 -4.30
H -1.81 -5.75 -1.66
H -2.49 -7.23 -2.36
H -1.70 -7.25 -0.75
H -1.89 -9.53 -0.82
H -0.13 -9.36 -0.97
H -0.95 -10.87 -1.47
H 1.79 -10.49 -3.28
H 2.38 -9.36 -4.53
H 1.78 -10.97 -4.99
```

## Properties
E_HOMO ... -9.43 eV
SMILES ... CC[C@H](C)[C@H](C#N)[C@H](C#N)CCCCOC=O.COP(=O)(OC)OC.COP(=O)(OC)OC.COP(=O)(OC)OC.COP(=O)(OC)OC.COP(=O)(OC)OC.COP(=O)(OC)OC

---

No. 4
DFT (ωB97M-V with the def2-TZVPD basis set) results for a cluster of 10 separate species, C12H30FN9O21 in total at a distorted geometry.

```
73
Properties=species:S:1:pos:R:3
C -0.65 -0.32 0.39
C -0.37 0.60 -0.81
O -0.06 -0.32 -1.82
C 0.31 -1.51 -1.25
O 0.83 -2.39 -1.86
O 0.11 -1.47 0.04
F 0.71 1.42 -0.52
H -1.69 -0.66 0.29
H -0.48 0.06 1.38
H -1.23 1.27 -0.88
C 0.52 -1.81 3.89
N 1.89 -1.31 3.57
O 2.10 -0.95 2.43
O 2.71 -1.34 4.45
H 0.60 -2.82 4.29
H -0.03 -1.69 2.96
H 0.15 -1.21 4.73
C -0.67 -4.83 -3.11
N -1.84 -5.58 -2.50
O -1.66 -6.08 -1.40
O -2.89 -5.60 -3.09
H -0.83 -3.87 -2.64
H -0.89 -4.90 -4.17
H 0.26 -5.31 -2.85
C 2.15 4.19 0.00
N 3.18 3.93 1.05
O 3.42 4.78 1.89
O 3.65 2.81 1.09
H 2.59 4.09 -0.98
H 1.75 5.17 0.26
H 1.45 3.42 0.30
C 0.93 2.55 3.90
N 0.14 3.27 2.87
O 0.19 4.47 2.96
O -0.42 2.58 2.04
H 0.35 2.37 4.80
H 1.79 3.14 4.19
H 1.30 1.59 3.54
C -1.83 4.49 0.08
N -2.00 5.95 -0.26
O -0.97 6.58 -0.31
O -3.11 6.37 -0.33
H -2.23 4.48 1.08
H -0.81 4.15 0.01
H -2.36 3.91 -0.68
C 4.06 0.71 -1.41
N 4.48 -0.71 -1.34
O 4.49 -1.32 -2.40
O 4.70 -1.22 -0.27
H 4.75 1.23 -0.76
H 3.04 0.73 -1.03
H 4.08 0.98 -2.46
C -1.78 -5.24 1.90
N -2.44 -3.93 1.89
O -1.81 -3.02 1.36
O -3.58 -3.87 2.28
H -2.05 -5.77 2.82
H -0.69 -5.30 1.86
H -2.20 -5.83 1.09
C 2.05 -1.11 -4.48
N 0.86 -1.87 -4.92
O -0.17 -1.27 -5.09
O 1.00 -3.04 -5.18
H 2.64 -1.70 -3.79
H 1.70 -0.15 -4.11
H 2.63 -1.04 -5.41
C -4.89 1.64 0.49
N -4.16 0.88 -0.56
O -4.20 -0.32 -0.52
O -3.51 1.52 -1.35
H -5.41 2.51 0.11
H -4.13 1.89 1.23
H -5.56 0.96 1.01
```

## Properties
E_HOMO ... -10.80 eV
Energy relative to the best compared isomer or geometry (same formula, charge and spin) ... 27.5 kcal/mol
SMILES ... O=C1OC[C@@H](F)O1.C[N+](=O)[O-].C[N+](=O)[O-].C[N+](=O)[O-].C[N+](=O)[O-].C[N+](=O)[O-].C[N+](=O)[O-].C[N+](=O)[O-].C[N+](=O)[O-].C[N+](=O)[O-]

---

No. 5
DFT (ωB97M-V with the def2-TZVPD basis set) results for a structure of composition H16O12SSr at a distorted geometry.

```
30
Properties=species:S:1:pos:R:3
Sr -4.31 6.87 2.92
S -4.07 4.74 6.02
O -2.65 4.63 5.88
O -4.71 3.53 5.49
O -4.45 4.89 7.40
O -4.45 5.93 5.28
O -3.05 8.41 4.66
H -3.05 7.84 5.44
H -2.26 8.93 4.61
O -6.63 5.65 3.15
H -6.98 5.27 3.95
H -7.27 5.50 2.52
O -4.21 9.28 1.96
H -3.46 9.57 1.44
H -4.74 10.11 2.03
O -1.90 5.87 3.87
H -2.16 5.36 4.68
H -1.43 5.16 3.40
O -2.34 7.29 1.20
H -1.67 7.82 1.59
H -1.87 6.97 0.45
O -5.71 6.46 0.51
H -6.29 7.22 0.61
H -6.38 5.76 0.49
O -5.97 7.84 4.92
H -5.44 7.04 5.14
H -6.86 7.49 4.72
O -4.01 4.40 2.01
H -3.60 3.59 2.48
H -4.85 4.03 1.72
```

## Properties
E_HOMO ... -6.70 eV
Energy relative to the best compared isomer or geometry (same formula, charge and spin) ... 0.0 kcal/mol

---

No. 6
DFT (ωB97M-V with the def2-TZVPD basis set) results for a cluster of 2 separate species, C4H13NO2 in total at a distorted geometry.

```
20
Properties=species:S:1:pos:R:3
C -1.01 -0.88 -1.44
N 0.32 -0.47 -1.04
C 0.25 2.00 -0.96
C 0.41 0.70 -0.18
C -0.56 0.69 1.02
O -0.54 -0.59 1.63
H -1.45 -0.08 -2.05
H -0.93 -1.72 -2.13
H -1.73 -1.06 -0.63
H 0.92 -1.19 -0.70
H 0.16 2.88 -0.31
H 1.13 2.17 -1.58
H -0.62 1.94 -1.61
H 1.39 0.68 0.28
H -1.56 1.06 0.74
H -0.18 1.45 1.72
H -1.36 -0.70 2.14
H 2.06 -2.88 1.24
H 1.20 -1.94 2.11
O 2.09 -2.07 1.76
```

## Properties
E_HOMO ... -8.47 eV
Energy relative to the best compared isomer or geometry (same formula, charge and spin) ... 17.5 kcal/mol
SMILES ... CN[C@@H](C)CO.O

---

No. 7
DFT (ωB97M-V with the def2-TZVPD basis set) results for a cluster of 2 separate species, C6H10O in total.

```
17
Properties=species:S:1:pos:R:3
C -0.13 1.77 2.49
C -0.60 3.07 1.89
C 0.35 -2.20 -3.25
C -0.42 0.60 2.02
C 1.24 -2.00 -2.07
C -0.71 -0.57 1.54
O 0.94 -2.18 -0.92
H 0.49 1.86 3.37
H 2.26 -1.65 -2.33
H -1.21 2.88 1.00
H -1.20 3.62 2.61
H 0.25 3.69 1.61
H 0.79 -2.94 -3.91
H -0.64 -2.52 -2.93
H 0.28 -1.27 -3.80
H -1.59 -1.11 1.87
H -0.09 -1.06 0.81
```

## Properties
E_HOMO ... -9.12 eV
Energy relative to the best compared isomer or geometry (same formula, charge and spin) ... 42.7 kcal/mol
SMILES ... C=C=CC.CC=O

---

No. 8
DFT (ωB97M-V with the def2-TZVPD basis set) results for the molecule C4H7FO at a distorted geometry.

```
13
Properties=species:S:1:pos:R:3
C 0.34 2.06 -0.68
C 0.07 0.52 -0.63
C 0.62 -0.16 0.62
C -0.87 -0.01 0.39
H -0.09 2.48 -1.60
H 0.03 2.67 0.11
H 1.37 2.42 -0.85
H 0.21 -0.19 -1.38
H 1.05 0.54 1.33
H 1.45 -1.74 1.21
H -1.60 0.51 0.93
O 1.27 -1.34 0.34
F -1.50 -1.16 -0.07
```

## Properties
E_HOMO ... -9.58 eV
Energy relative to the best compared isomer or geometry (same formula, charge and spin) ... 43.1 kcal/mol
SMILES ... C[C@H]1[C@H](O)[C@@H]1F

---

No. 9
DFT (ωB97M-V with the def2-TZVPD basis set) results for the ion C4H8NO2 with charge +1.

```
15
Properties=species:S:1:pos:R:3
O -0.75 -1.29 0.98
C -0.36 -0.79 -0.25
O -0.57 -1.65 -1.28
C -0.98 0.57 -0.45
C -0.14 1.44 0.52
C 1.20 0.82 0.34
N 1.11 -0.36 -0.13
H -0.12 -1.91 1.36
H -0.11 -2.49 -1.16
H -0.72 0.90 -1.46
H -2.05 0.58 -0.28
H -0.48 1.37 1.55
H -0.09 2.47 0.20
H 2.16 1.29 0.52
H 1.88 -0.94 -0.45
```

## Properties
E_HOMO ... -16.06 eV
Energy relative to the best compared isomer or geometry (same formula, charge and spin) ... 12.9 kcal/mol
Charge ... +1
SMILES ... OC1(O)CCC=[NH+]1